{
  "formula": "C43H61IN2O14",
  "method": "ωB97M-V/def2-TZVPD",
  "homo_ev": -12.875,
  "charge": 2,
  "homo_lumo_gap_ev": 5.05,
  "symbols": ["C", "O", "C", "C", "C", "C", "C", "C", "N", "C", "C", "C", "C", "C", "C", "N", "C", "C", "O", "I", "C", "C", "C", "C", "H", "H", "H", "H", "H", "H", "H", "H", "H", "H", "H", "H", "H", "H", "H", "H", "H", "H", "H", "H", "H", "H", "H", "H", "H", "O", "C", "O", "C", "C", "C", "H", "H", "H", "H", "H", "H", "O", "C", "O", "C", "C", "C", "H", "H", "H", "H", "H", "H", "O", "C", "O", "C", "C", "C", "H", "H", "H", "H", "H", "H", "O", "C", "O", "C", "C", "C", "H", "H", "H", "H", "H", "H", "O", "C", "O", "C", "C", "C", "H", "H", "H", "H", "H", "H", "O", "C", "O", "C", "C", "C", "H", "H", "H", "H", "H", "H"],
  "coordinates": [[3.6530, -3.6325, 2.3468], [3.7669, -2.2833, 1.7988], [2.5131, -1.8870, 1.1980], [2.5847, -0.5045, 0.3874], [3.0052, 0.7747, 1.3203], [2.8846, 2.2039, 0.5684], [1.3906, 2.7927, 0.4682], [0.4166, 2.3966, 1.6796], [-0.4720, 1.2021, 1.3715], [-1.5348, 1.2443, 0.3899], [-2.4442, -0.0059, 0.1109], [-2.2297, -1.3377, 0.9121], [-3.0649, -2.6674, 0.6945], [-3.8821, -2.8710, -0.6411], [-4.6869, -4.1707, -0.8963], [-4.7197, -5.2294, 0.1165], [-5.5227, -6.4613, -0.2270], [-4.5162, -7.5452, -0.9268], [-5.0780, -8.5268, -1.4853], [-2.3509, -7.2937, -0.9389], [-4.0084, -5.0901, 1.3834], [-3.1369, -3.8374, 1.7319], [-1.0654, -1.3087, 1.9738], [-0.2496, 0.0035, 2.1408], [4.6626, -4.1754, 2.3809], [2.9304, -4.2964, 1.7469], [3.2507, -3.6240, 3.4336], [2.2417, -2.7167, 0.4298], [1.7095, -1.9223, 2.0189], [1.6411, -0.3141, -0.2331], [3.4521, -0.6317, -0.3851], [4.1349, 0.6187, 1.5278], [2.4995, 0.7546, 2.3512], [3.2636, 2.0580, -0.5117], [3.5926, 2.9342, 1.0882], [1.4931, 3.9468, 0.5054], [0.9263, 2.5582, -0.5526], [-0.3211, 3.2813, 1.8125], [0.9453, 2.2909, 2.6914], [-1.7628, 2.1848, -0.2141], [-3.2713, 0.0304, -0.6867], [-3.8549, -2.0137, -1.3885], [-5.2816, -4.3178, -1.8732], [-5.9639, -6.9365, 0.7124], [-6.3271, -6.2434, -1.0237], [-4.1136, -5.9856, 2.1020], [-2.5669, -3.7527, 2.7254], [-0.8091, -2.2158, 2.6165], [0.5818, 0.0059, 2.9243], [4.1895, 0.6995, -1.5637], [4.1269, 0.7241, -2.7748], [3.2356, 0.0019, -3.4994], [3.5081, 0.1785, -4.8982], [4.2698, 1.4779, -4.9926], [5.0339, 1.5040, -3.6864], [4.0947, -0.6737, -5.2494], [2.5693, 0.2144, -5.4543], [4.9076, 1.5392, -5.8759], [3.5700, 2.3172, -5.0238], [5.9922, 0.9842, -3.7657], [5.1760, 2.5236, -3.3236], [-5.0139, -5.7718, 4.8749], [-5.3696, -6.9073, 4.6616], [-4.5236, -7.9295, 4.3619], [-5.2871, -9.1060, 4.0624], [-6.6262, -8.8898, 4.7265], [-6.7953, -7.3876, 4.6404], [-5.3720, -9.1995, 2.9750], [-4.7741, -9.9861, 4.4532], [-7.4354, -9.4502, 4.2558], [-6.5726, -9.1930, 5.7767], [-7.2605, -7.0833, 3.6991], [-7.3539, -6.9966, 5.4907], [4.2568, 4.1810, -3.8960], [3.4297, 4.8987, -3.3889], [2.1738, 5.0763, -3.8796], [1.4970, 6.0723, -3.1028], [2.2180, 6.0994, -1.7761], [3.6384, 5.7542, -2.1695], [1.5605, 7.0284, -3.6303], [0.4459, 5.7997, -2.9912], [2.1262, 7.0539, -1.2556], [1.8188, 5.3190, -1.1213], [4.2102, 6.6418, -2.4506], [4.1503, 5.1989, -1.3832], [4.8416, -1.1875, -7.0873], [4.9328, -0.7655, -8.2142], [3.8678, -0.5275, -9.0248], [4.3359, -0.1397, -10.3224], [5.7391, 0.3735, -10.1015], [6.2168, -0.4722, -8.9406], [4.3116, -1.0152, -10.9778], [3.6799, 0.6288, -10.7351], [6.3699, 0.2978, -10.9886], [5.7063, 1.4255, -9.8000], [6.6590, -1.4131, -9.2767], [6.9122, 0.0747, -8.3039], [-0.0862, 6.2707, 1.4625], [-1.2015, 6.3940, 1.9116], [-2.2511, 6.8990, 1.2112], [-3.3913, 7.0045, 2.0741], [-3.1312, 6.0265, 3.1954], [-1.6234, 6.0617, 3.3164], [-3.4657, 8.0362, 2.4302], [-4.2970, 6.7572, 1.5176], [-3.6521, 6.2827, 4.1190], [-3.4509, 5.0250, 2.8954], [-1.2860, 6.8556, 3.9874], [-1.2237, 5.0990, 3.6280], [-3.5069, 3.3766, 4.5558], [-2.5308, 2.8856, 5.0637], [-1.2715, 3.3922, 4.9397], [-0.3425, 2.5059, 5.5717], [-1.1598, 1.7078, 6.5605], [-2.5060, 1.6201, 5.8761], [0.1143, 1.8741, 4.8025], [0.4408, 3.0843, 6.0646], [-0.7230, 0.7357, 6.7955], [-1.2591, 2.2675, 7.4956], [-2.5642, 0.7626, 5.2008], [-3.3235, 1.5995, 6.5965]],
  "mulliken_charge": [-0.647, -0.350, -0.467, -0.106, -0.882, -0.309, -0.112, -0.361, 0.627, -0.134, -0.829, 0.827, 0.860, -0.740, -0.100, 0.241, -0.410, 0.317, -0.441, 0.128, -0.171, -0.608, -0.784, -0.213, 0.271, 0.255, 0.232, 0.388, 0.053, 0.255, 0.268, 0.472, 0.366, -0.141, 0.429, -0.083, 0.442, -0.097, 0.225, 0.472, 0.246, 0.242, 0.355, 0.178, 0.329, 0.424, 0.359, 0.149, 0.578, -0.725, 0.487, -0.380, -0.461, -0.169, -0.552, 0.374, 0.329, 0.336, 0.066, 0.333, 0.330, -0.595, 0.590, -0.371, -0.328, -0.500, -0.368, 0.200, 0.314, 0.328, 0.275, 0.192, 0.314, -0.624, 0.562, -0.379, -0.645, 0.395, -0.510, 0.310, 0.362, 0.443, -0.530, 0.330, 0.240, -0.616, 0.539, -0.368, -0.439, -0.496, -0.386, 0.286, 0.318, 0.319, 0.261, 0.281, 0.261, -0.641, 0.479, -0.375, -0.558, -0.395, 0.463, 0.273, 0.352, 0.412, 0.157, 0.323, -0.395, -0.577, 0.473, -0.270, 0.051, -0.602, -0.382, -0.272, 0.403, 0.336, 0.301, 0.163, 0.349]
}

{
  "formula": "C43H61N8PSV",
  "method": "ωB97M-V/def2-TZVPD",
  "homo_ev": [-12.752, -12.751],
  "charge": 2,
  "s2": 0.773,
  "homo_lumo_gap_ev": [6.11, 6.24],
  "spin_multiplicity": 2,
  "e_above_lowest_ev": 1.1328,
  "symbols": ["V", "N", "C", "C", "C", "C", "C", "C", "C", "C", "C", "C", "C", "C", "N", "C", "C", "C", "C", "N", "H", "H", "H", "H", "H", "H", "H", "H", "H", "H", "N", "C", "C", "C", "C", "N", "C", "C", "H", "H", "H", "H", "C", "C", "C", "C", "P", "N", "C", "C", "C", "C", "C", "C", "C", "C", "H", "H", "H", "H", "H", "H", "H", "H", "H", "H", "H", "H", "H", "H", "H", "H", "H", "H", "H", "H", "H", "H", "H", "H", "H", "H", "H", "C", "C", "C", "C", "N", "C", "S", "N", "C", "C", "C", "C", "H", "H", "H", "H", "H", "H", "H", "H", "H", "H", "H", "H", "H", "H", "H", "H", "H", "H", "H", "H"],
  "coordinates": [[0.5506, 1.3865, -0.2181], [0.3821, 0.4148, 9.9766], [0.3764, 0.5347, 8.8351], [0.3709, 0.6834, 7.4056], [1.0506, -0.2370, 6.6117], [1.0341, -0.0979, 5.2356], [0.3570, 0.9681, 4.6456], [-0.3118, 1.8926, 5.4468], [-0.3150, 1.7466, 6.8219], [0.3502, 1.1172, 3.1721], [-0.1762, 0.0823, 2.4100], [-0.8390, -1.0789, 2.8769], [-1.2666, -1.7925, 1.7765], [-0.8738, -1.0568, 0.6552], [-0.2208, 0.0614, 1.0072], [0.8845, 2.3060, 2.6316], [1.5318, 3.3462, 3.3070], [1.9535, 4.2739, 2.3522], [1.5669, 3.7701, 1.1236], [0.9074, 2.5898, 1.2680], [1.5855, -1.0536, 7.0761], [1.5651, -0.8087, 4.6154], [-0.8493, 2.7139, 4.9906], [-0.8457, 2.4501, 7.4480], [-1.0005, -1.3225, 3.9143], [-1.8257, -2.7122, 1.7610], [-1.0723, -1.2951, -0.3791], [1.6863, 3.4035, 4.3718], [2.4771, 5.1985, 2.5268], [1.7372, 4.1987, 0.1444], [-2.7834, 3.3860, -6.4562], [-2.3556, 3.0493, -5.4462], [-1.8135, 2.6208, -4.1881], [-1.5433, 1.2751, -3.9658], [-1.0289, 0.9003, -2.7426], [-0.7440, 1.7930, -1.7843], [-1.0269, 3.0915, -1.9950], [-1.5607, 3.5490, -3.1774], [-1.7504, 0.5309, -4.7212], [-0.8325, -0.1397, -2.5234], [-0.8216, 3.7771, -1.1791], [-1.7776, 4.5980, -3.3145], [5.0510, 1.8448, 0.0764], [4.6094, 0.3751, 0.1595], [5.8495, -0.5254, 0.0761], [3.9321, 0.2020, 1.5314], [3.3893, 0.0277, -1.2166], [1.9880, 0.7723, -0.7659], [2.9717, -1.7878, -1.3804], [2.7940, -2.3910, 0.0220], [4.0673, -2.5600, -2.1292], [1.6253, -1.9752, -2.0967], [3.8579, 0.8352, -2.8380], [5.3299, 0.5793, -3.1917], [2.9696, 0.2888, -3.9661], [3.5952, 2.3500, -2.7802], [5.6564, 2.0532, 0.9594], [4.2015, 2.5298, 0.0926], [5.6717, 2.0523, -0.7911], [6.5439, -0.2056, 0.8552], [6.3707, -0.4439, -0.8766], [5.6203, -1.5726, 0.2607], [4.6113, 0.6154, 2.2786], [3.7527, -0.8347, 1.7961], [2.9959, 0.7563, 1.5996], [3.7291, -2.4675, 0.5698], [2.4134, -3.4057, -0.1054], [2.0670, -1.8361, 0.6183], [5.0506, -2.4446, -1.6765], [4.1330, -2.2833, -3.1792], [3.8130, -3.6207, -2.0900], [0.8271, -1.4548, -1.5687], [1.3911, -3.0409, -2.0732], [1.6277, -1.6665, -3.1362], [5.5761, -0.4800, -3.2392], [6.0156, 1.0670, -2.5023], [5.5127, 1.0016, -4.1813], [3.1681, -0.7540, -4.1970], [3.1938, 0.8640, -4.8653], [1.9075, 0.4178, -3.7480], [4.2723, 2.8854, -2.1242], [2.5678, 2.5716, -2.4870], [3.7411, 2.7419, -3.7878], [-2.2909, -2.9184, -2.5416], [-3.7356, -3.3978, -2.4402], [-4.6661, -2.7367, -3.4531], [-4.8728, -1.2402, -3.2413], [-5.5516, -0.9557, -1.9855], [-5.0713, -0.2613, -0.9403], [-3.4995, 0.3849, -0.9175], [-5.9178, -0.1084, 0.0857], [-5.6318, 0.4883, 1.3860], [-6.0116, -0.4383, 2.5360], [-5.0295, -1.5752, 2.8136], [-4.8608, -2.5811, 1.6780], [-1.6464, -3.4724, -1.8556], [-2.2313, -1.8573, -2.2846], [-1.8991, -3.0591, -3.5523], [-4.1090, -3.2174, -1.4276], [-3.7693, -4.4781, -2.5907], [-5.6402, -3.2337, -3.4308], [-4.2781, -2.8851, -4.4650], [-5.4682, -0.8276, -4.0586], [-3.9277, -0.7014, -3.2164], [-6.4907, -1.3178, -1.9059], [-6.8455, -0.4938, -0.0163], [-6.1825, 1.4282, 1.4635], [-4.5695, 0.7248, 1.4065], [-7.0121, -0.8487, 2.3583], [-6.1027, 0.1759, 3.4345], [-5.3703, -2.1028, 3.7070], [-4.0553, -1.1428, 3.0666], [-5.8286, -2.9453, 1.3256], [-4.2983, -3.4532, 2.0162], [-4.3298, -2.1482, 0.8275]],
  "mulliken_spin": [1.149, 0.000, 0.000, 0.000, 0.000, 0.000, 0.002, 0.000, 0.000, 0.024, 0.000, 0.009, -0.003, -0.015, -0.131, 0.034, 0.006, -0.008, 0.012, -0.051, 0.000, 0.000, 0.000, 0.000, 0.000, 0.000, 0.030, 0.000, 0.000, -0.004, 0.003, -0.001, 0.002, 0.000, 0.076, -0.029, 0.021, 0.000, 0.000, -0.030, -0.003, 0.000, -0.003, -0.002, -0.001, -0.015, 0.067, -0.182, 0.000, 0.002, -0.003, 0.002, -0.008, -0.001, -0.002, -0.003, 0.000, 0.000, 0.000, 0.000, 0.000, 0.000, 0.000, 0.001, 0.022, 0.000, 0.000, 0.002, 0.000, 0.000, 0.000, 0.022, -0.001, 0.003, 0.000, 0.000, 0.000, 0.000, 0.000, 0.002, 0.001, 0.005, 0.000, 0.000, 0.000, 0.000, 0.000, 0.000, 0.000, 0.007, 0.000, 0.000, 0.000, 0.000, 0.000, 0.000, -0.003, 0.000, 0.000, 0.000, 0.000, 0.000, 0.000, 0.000, 0.000, 0.000, 0.000, 0.000, 0.000, 0.000, 0.000, 0.000, 0.000, 0.000, 0.000]
}

{
  "formula": "C43H62B2CrN6O2S",
  "method": "ωB97M-V/def2-TZVPD",
  "homo_ev": [-6.304, -7.267],
  "s2": 6.209,
  "homo_lumo_gap_ev": [6.78, 7.23],
  "spin_multiplicity": 5,
  "e_above_lowest_ev": 1.7860,
  "symbols": ["Cr", "C", "C", "C", "C", "C", "C", "C", "C", "C", "C", "C", "C", "N", "B", "N", "C", "C", "C", "C", "C", "C", "C", "C", "C", "C", "C", "C", "C", "C", "H", "H", "H", "H", "H", "H", "H", "H", "H", "H", "H", "H", "H", "H", "H", "H", "H", "H", "H", "H", "H", "H", "H", "H", "H", "H", "H", "H", "H", "H", "H", "H", "H", "H", "H", "H", "O", "B", "O", "C", "C", "C", "C", "C", "C", "H", "H", "H", "H", "C", "N", "C", "C", "S", "N", "C", "C", "H", "H", "H", "H", "H", "H", "H", "H", "H", "H", "H", "H", "N", "C", "N", "C", "C", "C", "C", "C", "H", "H", "H", "H", "H", "H", "H", "H", "H", "H"],
  "coordinates": [[-0.5479, -0.9138, -0.7689], [0.3530, -3.1069, -3.1783], [1.6707, -3.1815, -2.4262], [2.6922, -4.1167, -3.0572], [1.2563, -3.5351, -0.9481], [1.1720, -5.0154, -0.7652], [1.7227, -5.6546, 0.2916], [2.4348, -4.9407, 1.2847], [2.6695, -3.5446, 1.1596], [3.3834, -2.8262, 2.2945], [2.5504, -2.9053, 3.5799], [4.7954, -3.3642, 2.5250], [2.1818, -2.8870, 0.0629], [2.4444, -1.5204, -0.1755], [1.4526, -0.4845, -0.4667], [2.2985, 0.6911, -0.6366], [3.6469, 0.3336, -0.4760], [3.7392, -0.9814, -0.2197], [1.9518, 2.0802, -0.5507], [1.9712, 2.6736, 0.7204], [1.7496, 4.0441, 0.8213], [1.5291, 4.8134, -0.3098], [1.5050, 4.2064, -1.5544], [1.6927, 2.8336, -1.7029], [1.6276, 2.2663, -3.1178], [2.9806, 1.7609, -3.6309], [0.5360, 1.2103, -3.3325], [2.2300, 1.8656, 1.9839], [3.4568, 2.3727, 2.7425], [0.9956, 1.8493, 2.8874], [0.4134, -2.4916, -4.0761], [-1.5444, -2.7443, -2.3983], [0.0170, -4.1099, -3.4665], [2.0953, -2.1796, -2.4075], [2.2724, -5.1058, -3.2565], [3.5517, -4.2489, -2.3948], [3.0568, -3.7084, -4.0032], [0.6273, -5.5843, -1.5139], [1.6073, -6.7291, 0.3876], [2.8176, -5.4715, 2.1494], [3.4644, -1.7740, 2.0312], [2.4319, -3.9402, 3.9176], [1.5536, -2.4852, 3.4227], [3.0334, -2.3428, 4.3845], [4.7787, -4.4221, 2.8048], [5.2894, -2.8145, 3.3311], [5.4074, -3.2701, 1.6243], [4.4393, 1.0625, -0.5642], [4.6221, -1.5892, -0.0851], [1.7701, 4.5167, 1.7992], [1.3852, 5.8856, -0.2256], [1.3316, 4.8075, -2.4416], [1.3523, 3.1200, -3.7426], [3.3181, 0.8979, -3.0532], [3.7438, 2.5400, -3.5633], [2.8989, 1.4548, -4.6785], [0.8737, 0.2262, -3.0031], [0.2855, 1.1373, -4.3948], [-0.3793, 1.4774, -2.7916], [2.4283, 0.8342, 1.6926], [3.3107, 3.3962, 3.1029], [4.3459, 2.3641, 2.1069], [3.6535, 1.7395, 3.6119], [0.7546, 2.8570, 3.2430], [1.1721, 1.2187, 3.7648], [0.1308, 1.4534, 2.3527], [-2.4802, 0.5792, 1.6316], [-1.8055, 0.0936, 0.5117], [-2.7917, -0.2125, -0.5109], [-4.0154, 0.1474, 0.0242], [-5.2586, 0.0910, -0.5533], [-6.3340, 0.5250, 0.2273], [-6.1403, 0.9912, 1.5235], [-4.8652, 1.0427, 2.0909], [-3.8191, 0.6148, 1.3093], [-5.3937, -0.2662, -1.5667], [-7.3334, 0.5006, -0.1872], [-6.9921, 1.3217, 2.1044], [-4.6998, 1.4051, 3.0984], [-1.6175, 6.2185, 1.0444], [-2.4322, 5.0843, 0.6109], [-2.7753, 4.1561, 1.6815], [-2.4084, 4.6477, -0.6808], [-2.4402, 3.0207, -1.0864], [-2.3744, 5.6469, -1.6153], [-2.1410, 5.3389, -3.0163], [-3.1364, 6.8790, -1.4233], [-0.8804, 5.8684, 1.7722], [-2.2224, 6.9962, 1.5158], [-1.0779, 6.6480, 0.2053], [-2.9751, 4.7443, 2.5788], [-1.9690, 3.4503, 1.8789], [-3.6633, 3.5897, 1.4179], [-1.4255, 4.5315, -3.1081], [-1.7522, 6.2361, -3.5031], [-3.0662, 5.0347, -3.5160], [-3.6082, 6.8941, -0.4468], [-3.9266, 6.9310, -2.1783], [-2.5077, 7.7663, -1.5290], [-0.5770, -2.5296, -2.2022], [-0.1707, -2.8786, -0.8350], [-1.2402, -3.4236, -0.0707], [-2.0012, -4.5803, -0.5349], [-3.2283, -4.7242, 0.3537], [-2.8048, -5.1407, 1.7740], [-1.4064, -4.5924, 2.1162], [-1.1191, -3.2837, 1.3962], [-1.4158, -5.5109, -0.5057], [-2.3012, -4.4340, -1.5750], [-3.9283, -5.4430, -0.0744], [-3.7331, -3.7546, 0.3779], [-2.7876, -6.2311, 1.8441], [-3.5448, -4.7932, 2.4993], [-0.6395, -5.3206, 1.8420], [-1.3071, -4.4229, 3.1902], [-0.1117, -2.9405, 1.6340], [-1.8072, -2.5127, 1.7618]],
  "mulliken_spin": [3.545, 0.038, 0.129, -0.013, -0.199, 0.389, -0.062, 0.507, -0.113, -0.030, 0.005, -0.006, 0.178, -0.001, -0.710, 0.028, 0.030, -0.020, 0.021, -0.009, -0.003, 0.000, 0.003, -0.003, -0.012, 0.000, 0.079, -0.015, 0.000, 0.006, -0.004, 0.010, 0.001, 0.011, -0.005, 0.002, -0.001, -0.004, 0.007, 0.020, -0.007, -0.001, -0.002, 0.001, 0.001, 0.000, 0.003, 0.000, -0.002, 0.000, 0.000, 0.000, 0.000, 0.000, 0.000, 0.000, 0.017, 0.006, -0.025, -0.017, 0.000, 0.000, 0.000, 0.000, 0.001, 0.001, 0.114, 0.249, -0.041, -0.013, 0.007, -0.001, 0.001, 0.001, 0.001, 0.000, 0.000, 0.000, 0.000, 0.000, 0.000, 0.001, 0.001, -0.003, 0.000, 0.000, 0.000, 0.000, 0.000, 0.000, 0.000, -0.001, 0.000, 0.000, 0.000, 0.000, 0.000, 0.000, 0.000, 0.032, -0.254, 0.076, -0.009, 0.002, 0.003, 0.013, 0.019, -0.009, -0.001, 0.000, 0.000, 0.000, 0.001, 0.002, -0.007, 0.024, 0.019]
}